Density functional theory data (the ωB97M-V functional and the def2-TZVPD basis) for a molecular structure, H2N2P2S3 at a distorted geometry.

Values from the calculation:
HOMO (spin up / spin down): -8.38 / -8.38 eV
total energy: -54094.331 eV
relative energy (zero: lowest compared OMol25 entry of this formula, charge and spin): 37.6 kcal/mol
max |F|: 4.25 eV/Å
net charge: 0
HOMO-LUMO gap (spin up / spin down): 5.5 / 5.5 eV
LUMO level (spin up / spin down): -2.89 / -2.89 eV

CARTESIAN COORDINATES (ANGSTROEM)
S -0.442 -0.769 -1.646
S -0.237 -2.669 2.322
S 0.364 0.756 1.434
P 0.318 1.513 -0.517
P -0.985 -1.221 1.182
N 0.261 3.070 -0.594
N -0.060 -1.517 -0.266
H 0.324 3.149 -1.625
H 0.457 -2.312 -0.289

In the Löwdin picture, each atom carries the following charge in e:
1. S 0.5974
2. S 0.0095
3. S 0.1624
4. P 0.3841
5. P 0.1031
6. N -0.3078
7. N -0.8714
8. H -0.0365
9. H -0.0409

---

Density functional theory data (the ωB97M-V functional and the def2-TZVPD basis) for 2 unconnected molecules or ions with the total composition C6H14O.

Values from the calculation:
HOMO (spin up / spin down): -10.32 / -7.87 eV
total energy: -8491.734 eV
relative energy (zero: lowest compared OMol25 entry of this formula, charge and spin): 119.0 kcal/mol
max |F|: 0.88 eV/Å
net charge: 0
HOMO-LUMO gap (spin up / spin down): 10.9 / 8.9 eV
LUMO level (spin up / spin down): 0.57 / 0.98 eV

CARTESIAN COORDINATES (ANGSTROEM)
O -0.573 -0.443 -3.919
C -0.638 -0.146 -1.558
C 0.282 -0.195 2.246
C -0.522 0.198 0.982
C -0.008 -0.563 -0.236
C 0.057 -0.835 -2.718
C 0.515 0.893 3.196
H 0.451 0.725 4.267
H -1.707 -0.394 -1.581
H -0.098 -0.850 -4.652
H 0.009 -1.928 -2.577
H -0.557 0.940 -1.692
H -0.142 -1.082 2.733
H -0.145 -1.643 -0.079
H 1.286 -0.511 1.881
H 1.078 -0.397 -0.297
H 0.796 1.883 2.849
H 1.657 4.856 1.367
H -1.588 -0.004 1.150
H 1.124 -0.554 -2.715
H -0.430 1.277 0.811

In the Löwdin picture, each atom carries the following charge in e:
1. O -0.0689
2. C -0.2049
3. C -0.3047
4. C -0.2202
5. C -0.2419
6. C -0.3010
7. C 0.0087
8. H 0.0415
9. H 0.1224
10. H 0.0852
11. H 0.1204
12. H 0.1210
13. H 0.1087
14. H 0.1221
15. H 0.1099
16. H 0.1132
17. H 0.0371
18. H 0.0098
19. H 0.1152
20. H 0.1198
21. H 0.1066

---

Density functional theory data (the ωB97M-V functional and the def2-TZVPD basis) for a molecular structure, C55H53IN4NaO3PSi at a distorted geometry.

Values from the calculation:
HOMO: -1.90 eV
total energy: -99686.640 eV
relative energy (zero: lowest compared OMol25 entry of this formula, charge and spin): 0.0 kcal/mol
max |F|: 1.08 eV/Å
net charge: -2
HOMO-LUMO gap: 5.7 eV
LUMO level: 3.78 eV

CARTESIAN COORDINATES (ANGSTROEM)
I -1.943 2.825 1.766
P 2.506 0.266 1.980
Si -1.572 -3.293 -2.101
Na -1.613 -0.238 -0.206
O 0.165 -0.386 2.439
O -1.402 -1.791 -1.696
O -3.672 -2.424 1.100
N 1.822 -0.423 -1.523
N 1.827 -1.720 -2.100
N -2.495 -3.365 2.808
N -1.756 -1.362 1.760
C 0.691 -4.644 1.124
C -3.933 -4.833 -1.308
C -5.565 -3.671 -3.223
C 6.766 1.204 0.290
C -2.146 3.276 -1.264
C 3.302 -2.355 2.370
C -3.372 -3.909 -2.193
C 3.511 -3.534 4.456
C 2.840 -1.217 4.424
C -1.598 1.954 -1.363
C 0.042 -6.642 -0.043
C -5.280 -5.175 -1.373
C -2.456 4.087 -2.405
C -0.255 -2.680 -4.554
C 2.200 3.674 5.181
C -3.061 5.361 -2.246
C 6.682 0.457 1.458
C 3.596 -3.516 3.068
C 3.563 -1.387 -3.740
C 5.604 1.644 -0.329
C 2.414 1.623 3.256
C -0.658 -4.473 -0.904
C -1.578 2.347 -3.813
C -0.578 -5.149 -5.770
C -3.420 -4.482 2.860
C -2.141 3.587 -3.692
C -4.218 -3.341 -3.153
C 0.701 -6.030 1.018
C 3.343 3.551 4.407
C 5.442 0.156 2.009
C 3.128 -2.380 5.128
C -2.988 5.117 0.145
C -0.900 -3.698 -3.842
C -1.340 1.551 -2.668
C -3.324 5.868 -1.005
C 1.148 2.794 4.969
C 0.068 -4.125 -6.455
C 0.026 -3.882 0.166
C 4.263 0.595 1.402
C -0.632 -5.871 -0.982
C -6.100 -4.594 -2.331
C 3.447 2.545 3.453
C -0.535 -2.314 3.620
C -1.060 -4.929 -4.485
C 1.252 1.786 4.021
C 4.216 -2.018 -1.414
C 4.366 1.335 0.221
C 3.149 -2.190 -2.504
C 2.927 -1.185 3.034
C -2.429 3.879 -0.003
C -0.683 -1.305 2.578
C 0.220 -2.885 -5.846
C 2.993 -3.663 -2.862
C -2.679 -2.352 1.820
C -1.447 -3.299 3.673
H -3.310 5.929 -3.139
H -3.179 5.523 1.130
H 3.734 -4.441 5.006
H -7.150 -4.860 -2.385
H 1.917 -0.467 -0.511
H 0.418 1.120 3.848
H 4.348 2.495 2.858
H 3.347 -2.353 1.284
H -1.150 -6.373 -1.795
H -1.583 -5.735 -3.976
H -5.694 -5.895 -0.675
H 4.169 4.242 4.538
H 2.534 -0.328 4.963
H -1.405 -4.092 4.411
H 3.453 1.666 -0.264
H -3.303 -5.289 -0.552
H 0.445 -4.293 -7.457
H 5.210 -2.255 -1.804
H 3.043 -2.390 6.210
H 7.735 1.443 -0.133
H -3.781 6.845 -0.890
H -1.327 1.966 -4.799
H 2.196 -3.784 -3.601
H 1.220 -6.630 1.758
H -0.937 0.551 -2.844
H 0.709 -2.078 -6.380
H 4.015 -2.683 -0.567
H 3.561 -0.324 -3.494
H 0.908 -0.026 -1.695
H 0.056 -7.723 -0.139
H -0.712 -6.116 -6.243
H 0.297 -2.270 4.309
H 0.229 2.899 5.535
H -4.177 -4.305 2.103
H 5.390 -0.412 2.931
H -2.902 -5.421 2.646
H 0.018 -2.797 0.246
H 2.836 -1.555 -4.540
H 3.880 -4.414 2.531
H 4.220 -0.987 -1.055
H -2.356 4.203 -4.560
H 5.663 2.215 -1.248
H 2.720 -4.246 -1.975
H 1.193 -4.155 1.950
H -0.126 -1.717 -4.068
H 7.587 0.110 1.946
H 1.343 -2.405 -1.530
H -6.201 -3.210 -3.971
H -3.887 -4.553 3.845
H 4.557 -1.682 -4.090
H 3.926 -4.063 -3.268
H 2.127 4.454 5.930
H -3.803 -2.626 -3.861

Results of the Löwdin charge analysis, in e, for atoms 1 through 99:
1. I 0.8889
2. P 1.1561
3. Si 0.4016
4. Na 0.2404
5. O -0.1762
6. O -0.3441
7. O 0.0215
8. N 0.0536
9. N -0.0651
10. N -0.0577
11. N 0.1370
12. C -0.0858
13. C -0.0973
14. C -0.1062
15. C -0.1113
16. C -0.2773
17. C -0.1063
18. C -0.1973
19. C -0.1074
20. C -0.0915
21. C -0.1085
22. C -0.1115
23. C -0.1074
24. C -0.1942
25. C -0.1002
26. C -0.1126
27. C -0.0756
28. C -0.0999
29. C -0.0999
30. C -0.0533
31. C -0.0944
32. C -0.3146
33. C -0.1936
34. C -0.1125
35. C -0.1163
36. C -0.0415
37. C -0.0911
38. C -0.0865
39. C -0.1101
40. C -0.1031
41. C -0.0953
42. C -0.1038
43. C -0.2034
44. C -0.2062
45. C -0.1613
46. C -0.1263
47. C -0.0924
48. C -0.1239
49. C -0.0904
50. C -0.3829
51. C -0.1079
52. C -0.1221
53. C -0.0834
54. C -0.0002
55. C -0.1024
56. C -0.1159
57. C -0.0435
58. C -0.1261
59. C -0.6314
60. C -0.3609
61. C -0.6371
62. C -0.4899
63. C -0.1086
64. C -0.0379
65. C -0.5037
66. C -0.0905
67. H 0.0939
68. H 0.0665
69. H 0.0898
70. H 0.0841
71. H 0.0113
72. H 0.0766
73. H 0.0885
74. H 0.0822
75. H 0.0882
76. H 0.0893
77. H 0.0881
78. H 0.0917
79. H 0.0995
80. H 0.1189
81. H 0.1009
82. H 0.0875
83. H 0.0840
84. H 0.0784
85. H 0.0944
86. H 0.0891
87. H 0.0837
88. H 0.0861
89. H 0.0719
90. H 0.0877
91. H 0.0515
92. H 0.0916
93. H 0.0607
94. H 0.0703
95. H 0.0488
96. H 0.0869
97. H 0.0853
98. H 0.0877
99. H 0.0986

---

Density functional theory data (the ωB97M-V functional and the def2-TZVPD basis) for a molecular structure, C34H25BrF5MnN2O3PTe at a distorted geometry.

Values from the calculation:
HOMO (spin up / spin down): -11.20 / -11.18 eV
total energy: -176313.033 eV
relative energy (zero: lowest compared OMol25 entry of this formula, charge and spin): 64.7 kcal/mol
max |F|: 5.67 eV/Å
net charge: +1
HOMO-LUMO gap (spin up / spin down): 4.6 / 3.8 eV
multiplicity: 5
LUMO level (spin up / spin down): -6.58 / -7.34 eV

CARTESIAN COORDINATES (ANGSTROEM)
Te -1.987 -3.465 -1.347
Br 3.215 0.812 -6.843
Mn 0.097 -1.426 -0.640
P -0.806 1.579 1.052
F -3.270 -1.929 -1.936
F -0.699 -1.660 -2.307
F 0.037 -3.989 -1.882
F -3.585 -3.720 -0.220
F -1.417 -4.922 -0.075
O -0.365 0.144 0.993
O -1.255 -2.355 -0.071
O 0.779 0.116 -1.428
N 1.896 -2.228 -1.300
N 0.984 -2.403 1.113
C -4.456 3.068 -0.048
C 2.289 -5.837 0.790
C -2.453 1.807 0.328
C 2.724 3.102 -0.209
C 1.614 -3.508 0.654
C -2.025 1.581 3.533
C -3.198 2.968 0.518
C -1.567 3.148 5.289
C -4.250 0.837 -0.929
C 2.257 -0.686 -3.102
C 2.751 -4.558 -1.209
C 2.468 0.603 -5.121
C 0.414 -2.443 2.298
C 1.745 2.286 0.328
C -4.984 2.000 -0.759
C 0.410 2.675 0.268
C -1.016 2.156 2.768
C 0.060 3.886 -0.314
C 1.330 0.280 -2.582
C -2.297 2.078 4.795
C 2.567 -1.852 -2.343
C 2.372 4.306 -0.801
C 1.035 1.416 -3.373
C -2.981 0.741 -0.383
C 2.166 -3.431 -0.653
C -0.550 3.708 4.533
C -0.273 3.217 3.268
C 1.658 -4.722 1.383
C 2.823 -5.745 -0.472
C 0.403 -3.599 3.091
C 2.833 -0.487 -4.360
C 1.006 -4.743 2.632
C 1.044 4.701 -0.846
C 1.563 1.553 -4.629
H -2.395 -0.161 -0.502
H 0.019 4.542 4.917
H -3.095 1.652 5.384
H 0.984 -5.661 3.200
H 1.995 1.340 0.794
H 3.276 -6.612 -0.930
H 3.427 -2.437 -2.666
H 0.343 2.144 -2.980
H -1.800 3.559 6.260
H -4.648 0.004 -1.488
H 3.762 2.811 -0.155
H 1.278 2.389 -5.245
H 3.135 4.938 -1.230
H -2.599 0.759 3.128
H 3.539 -1.204 -4.751
H -0.109 -3.580 4.038
H -0.073 -1.533 2.623
H -5.035 3.971 0.084
H 2.298 -6.775 1.327
H 0.775 5.648 -1.288
H 3.073 -4.560 -2.239
H -2.808 3.781 1.114
H -0.975 4.191 -0.352
H -5.980 2.071 -1.168
H 0.509 3.660 2.668

In the Löwdin picture, each atom carries the following charge in e:
1. Te 1.9863
2. Br 0.8881
3. Mn 1.0292
4. P 0.8585
5. F -0.5640
6. F -0.4026
7. F -0.5517
8. F -0.5086
9. F -0.5200
10. O -0.3614
11. O -0.5761
12. O -0.0882
13. N 0.0853
14. N 0.0611
15. C -0.0683
16. C 0.0298
17. C -0.2741
18. C -0.0690
19. C -0.1461
20. C -0.0707
21. C -0.0923
22. C -0.0640
23. C -0.0417
24. C -0.0693
25. C 0.0259
26. C -0.6216
27. C -0.0643
28. C -0.0947
29. C -0.0551
30. C -0.2920
31. C -0.2671
32. C -0.0670
33. C -0.2386
34. C -0.0619
35. C 0.0163
36. C -0.0686
37. C 0.0772
38. C -0.0607
39. C -0.2010
40. C -0.0660
41. C -0.0702
42. C -0.1216
43. C -0.0245
44. C 0.0079
45. C -0.0346
46. C 0.0460
47. C -0.0660
48. C -0.0520
49. H 0.0656
50. H 0.1096
51. H 0.1112
52. H 0.1339
53. H 0.1119
54. H 0.1207
55. H 0.1566
56. H 0.1391
57. H 0.1106
58. H 0.1037
59. H 0.1089
60. H 0.1227
61. H 0.1091
62. H 0.1189
63. H 0.1253
64. H 0.1202
65. H 0.1183
66. H 0.1086
67. H 0.1301
68. H 0.1112
69. H 0.1233
70. H 0.1098
71. H 0.1013
72. H 0.1105
73. H 0.1027

---

> What is the formula in the first record?

H2N2P2S3

---

> Look up the total energy of the second one.

-8491.734 eV

---

> The lowest max |F| belongs to which entry?

C6H14O

---

> Which of these has the lowest relative energy (zero: lowest compared OMol25 entry of this formula, charge and spin)?

C55H53IN4NaO3PSi